Computed, not measured: 3 unconnected molecules or ions with the total composition C26H50F3N2O8 in a non-equilibrium geometry, with ωB97M-V/def2-TZVPD.

XYZ file:
```
89
Properties=species:S:1:pos:R:3:forces:R:3:lowdin_charge:R:1
F -0.6964 -0.9730 -1.4326 -1.9263 2.6690 1.0260 0.12
C -1.7342 -0.1071 -1.0567 -2.8460 -2.4357 0.3385 -0.45
F -1.6150 0.2784 0.3183 0.5139 -0.5992 -3.3439 0.09
F -2.9268 -0.8803 -1.1073 3.1911 2.1455 0.1074 0.11
O -1.9412 0.9850 -1.9254 2.4571 -1.1009 1.7347 0.06
C -0.7144 1.6695 -2.2370 -0.1453 0.5081 -2.3519 -0.09
N -0.1575 2.5017 -1.1150 0.3764 -0.7721 -0.2121 -0.07
C 1.1315 3.1571 -1.5783 1.9540 0.7936 0.8470 -0.05
C 1.8261 3.7293 -0.2277 -0.1291 0.0552 -0.5478 -0.13
O 0.9519 4.7163 0.3668 -0.6522 -1.4334 -0.2712 -0.14
C -0.3253 4.1476 0.7550 -0.1690 -1.0403 0.3060 -0.11
C -1.1243 3.4709 -0.4964 -0.3619 2.9219 1.4030 -0.19
C -1.5756 4.6792 -1.4455 -0.0212 0.1357 -0.5209 -0.14
C -2.7912 5.5205 -0.8027 -0.4037 0.1305 -1.5764 -0.17
C -4.1659 4.8099 -1.2375 -0.4061 0.0035 0.6973 -0.17
C -5.0993 4.3434 -0.0061 0.1938 -0.3816 -0.5584 -0.15
N -5.8010 3.0906 -0.4721 -0.5796 1.0918 0.1830 -0.22
C -5.4325 1.7500 -0.0923 -4.0105 -0.4555 -3.4886 -0.07
C -6.4249 0.8622 -0.8743 0.6470 4.3677 0.0061 -0.07
C -7.3384 1.8421 -1.7052 2.6976 1.6595 2.0927 -0.06
C -6.8911 3.2917 -1.4004 0.6519 -6.3556 0.7435 -0.06
H 0.1277 1.0061 -2.6219 -1.2609 0.5023 0.7995 0.17
H -0.9626 2.3938 -3.1000 0.2109 -1.1937 1.5209 0.18
H 0.1440 1.8471 -0.3554 -0.3547 0.4701 -0.4926 0.18
H 0.9603 4.0286 -2.2883 -0.1792 -1.3385 0.9261 0.15
H 1.8285 2.3836 -2.0667 -1.2725 1.0260 0.7609 0.13
H 2.8077 4.2587 -0.5043 -1.5570 -0.8865 0.5003 0.16
H 2.0239 2.8858 0.5331 -0.1681 1.0327 -1.1890 0.15
H -0.9150 4.9782 1.2580 0.7001 -1.1326 -0.9525 0.14
H -0.2095 3.3062 1.5371 0.2104 1.1809 -0.9371 0.15
H -2.0183 2.8916 -0.0943 1.1650 0.6772 -0.6776 0.16
H -1.8995 4.2540 -2.4675 0.2632 0.8059 1.5415 0.12
H -0.7426 5.4353 -1.6731 -0.8248 -1.4414 0.6232 0.13
H -2.7878 6.5580 -1.3099 0.2405 -1.6250 0.9165 0.13
H -2.6878 5.7118 0.3145 -0.1609 -0.4971 -1.4426 0.11
H -3.9509 3.8657 -1.8509 -0.2673 1.3370 0.8932 0.11
H -4.8042 5.5003 -1.9027 1.1381 -1.0269 0.9773 0.12
H -4.5260 4.0842 0.9456 -0.5866 0.4384 -1.3207 0.12
H -5.8649 5.1671 0.2365 1.1156 -1.4317 -0.2576 0.13
H -4.5794 1.4824 0.6115 -1.4969 0.7028 -1.0884 0.10
H -6.4542 -0.2704 -0.8715 -0.0192 1.8131 0.0101 0.08
H -8.1779 1.5768 -2.4267 1.4078 0.2785 1.2873 0.08
H -7.2534 4.2881 -1.7985 0.7405 -1.5113 0.8671 0.12
C 4.1807 0.3969 -1.6891 0.3607 0.0343 0.4394 -0.11
O 4.4848 0.2067 -0.3232 -0.0533 -0.0456 -0.3795 -0.21
C 3.9218 -0.9945 0.2007 0.2992 0.2741 0.3251 -0.19
C 4.7898 -1.5501 1.3248 0.0699 -0.2923 -0.1391 -0.17
O 5.9721 -2.2040 0.8649 -0.1894 0.3971 -0.0532 -0.12
C 6.9997 -1.3603 0.3374 0.2121 -0.1692 0.2251 -0.17
C 7.7185 -0.5347 1.3983 -0.2967 0.2734 -0.3108 -0.19
O 6.9137 0.5682 1.8058 -0.1688 -0.2166 0.2220 -0.21
C 7.1658 0.9579 3.1434 -0.0612 0.0483 -0.2426 -0.11
H 3.1049 0.5646 -1.8206 -0.1716 -0.1212 -0.1968 0.06
H 4.7256 1.2749 -2.0410 -0.0535 -0.0136 0.1050 0.09
H 4.5055 -0.4644 -2.2812 -0.1901 0.0007 -0.0904 0.10
H 3.8172 -1.7517 -0.5839 0.0376 0.0021 -0.0003 0.13
H 2.9284 -0.7463 0.5951 -0.1430 -0.2135 0.0580 0.11
H 4.2143 -2.3261 1.8374 0.0106 -0.0421 -0.1196 0.12
H 5.0251 -0.7909 2.0715 -0.0255 0.1973 -0.1880 0.12
H 6.6217 -0.7381 -0.4739 -0.0253 0.1926 0.1492 0.11
H 7.7308 -2.0401 -0.1078 -0.0555 -0.0559 0.1345 0.13
H 8.6468 -0.1287 0.9812 0.1407 -0.2086 -0.0194 0.13
H 7.9600 -1.1773 2.2526 -0.0272 0.0008 -0.0314 0.13
H 7.0139 0.1152 3.8258 0.1238 0.0032 0.0567 0.09
H 6.4548 1.7422 3.4083 0.0777 -0.0163 -0.1167 0.09
H 8.1828 1.3478 3.2435 0.0267 -0.0325 0.1628 0.09
C -4.0780 -6.3361 1.6049 0.2366 0.0617 0.1299 -0.11
O -2.6675 -6.2189 1.5965 -0.1628 0.1395 -0.3351 -0.21
C -2.0470 -7.1510 0.7163 0.2816 0.3065 0.3907 -0.19
C -0.7445 -6.5827 0.1644 -0.1696 -0.2051 -0.1728 -0.17
O -0.9349 -5.6069 -0.8637 -0.0666 0.2499 0.3087 -0.12
C -1.4427 -4.3390 -0.4467 0.2249 -0.0618 -0.2088 -0.17
C -0.4347 -3.5023 0.3339 -0.3945 -0.3351 0.4267 -0.20
O -0.3141 -3.9797 1.6688 0.3249 -0.0847 -0.1820 -0.20
C 0.9678 -3.7396 2.2166 -0.3253 -0.1251 0.0092 -0.11
H -4.3801 -7.2966 2.0324 -0.1505 -0.0220 -0.0784 0.09
H -4.4825 -5.5293 2.2182 0.1190 -0.0877 0.0297 0.09
H -4.4804 -6.2282 0.5920 -0.0669 -0.1213 -0.0123 0.09
H -2.7123 -7.4058 -0.1157 0.0137 0.0261 -0.0149 0.13
H -1.8336 -8.0569 1.2953 0.0606 -0.1611 -0.1932 0.13
H -0.2003 -7.4010 -0.3148 -0.1048 0.0494 -0.0820 0.13
H -0.0993 -6.1997 0.9556 -0.2125 0.0492 0.1317 0.12
H -2.3836 -4.4486 0.0928 0.1244 0.0189 0.2538 0.12
H -1.6757 -3.8030 -1.3715 0.1166 -0.0536 -0.0430 0.12
H -0.7807 -2.4646 0.3865 0.0180 0.0425 -0.1209 0.10
H 0.5338 -3.5324 -0.1801 0.0037 -0.0248 -0.0168 0.13
H 1.7455 -4.1892 1.5901 0.0850 0.1020 -0.0258 0.09
H 1.0100 -4.2096 3.2003 -0.0982 0.0869 -0.0702 0.09
H 1.1428 -2.6642 2.3254 0.1690 0.0654 0.0059 0.08
```
Positions in Å, forces in eV/Å.

## Properties
E_HOMO (eV): -10.20
Total charge: +1
Total energy (eV): -55270.4223
Gap between HOMO and LUMO (eV): 7.524

---

Computed, not measured: a molecular structure, C51H32Cl4FMoN6O2 in a non-equilibrium geometry, with ωB97M-V/def2-TZVPD.

XYZ file:
```
97
Properties=species:S:1:pos:R:3:forces:R:3:lowdin_charge:R:1
Mo -0.3800 -0.1077 0.1685 0.0401 0.9878 -0.1906 1.77
Cl 0.8056 -7.5291 -5.5152 -0.0205 0.0362 0.0345 0.69
C 0.4499 -6.2285 -4.4239 0.0167 -0.0922 -0.0691 -0.66
C -0.7621 -6.2184 -3.7511 0.0034 0.0234 0.0105 -0.09
C -1.0428 -5.1782 -2.8773 -0.0527 -0.0027 -0.0187 -0.02
C -0.1193 -4.1591 -2.6811 0.1435 0.0900 0.0243 -0.22
C 1.0929 -4.1883 -3.3641 0.0077 -0.0446 0.0031 -0.01
C 1.3855 -5.2240 -4.2389 -0.0298 0.0510 0.0431 -0.07
C -0.3881 -3.0300 -1.7398 -0.2523 0.0348 -0.1998 -0.07
C 0.0758 -3.1295 -0.4427 0.1912 0.0064 0.2575 -0.22
C 0.7635 -4.2854 0.0513 -0.0972 0.0285 -0.2622 0.04
C 1.2046 -3.9951 1.2911 0.1059 0.1221 0.2467 0.03
C 0.8037 -2.6512 1.5857 -0.0630 -0.1565 -0.2433 -0.23
C 1.2153 -1.9739 2.7249 0.0320 0.0445 0.1228 -0.07
C 2.0831 -2.6903 3.7075 -0.0189 0.0580 -0.0294 -0.22
C 1.5132 -3.4740 4.7052 -0.0160 -0.0295 0.0265 -0.01
C 2.3118 -4.1409 5.6217 -0.0223 0.0247 -0.0370 -0.08
C 3.6894 -4.0148 5.5336 0.0404 -0.0342 0.0524 -0.66
Cl 4.6953 -4.8443 6.6751 -0.0122 0.0088 -0.0167 0.69
C 4.2765 -3.2388 4.5481 -0.0259 0.0290 -0.0328 -0.09
C 3.4660 -2.5787 3.6366 0.0439 -0.0524 0.0072 -0.02
C 0.8244 -0.6800 3.0102 0.0376 -0.0990 0.0284 -0.21
N -0.0232 0.0575 2.2235 -0.4177 -0.2537 -0.3023 -0.03
C -0.3507 1.1718 2.9626 -0.1444 -0.0414 0.0119 -0.20
C -1.3836 2.0508 2.6740 0.1370 -0.0059 0.1743 -0.06
C -1.6199 3.1694 3.6358 0.0184 0.0162 -0.0913 -0.22
C -2.6879 3.1328 4.5250 -0.0504 -0.0269 0.0387 -0.02
C -2.8971 4.1682 5.4231 0.0131 -0.0204 -0.0242 -0.09
C -2.0271 5.2468 5.4236 -0.0178 0.0979 0.0865 -0.66
Cl -2.2828 6.5470 6.5433 0.0133 -0.0654 -0.0548 0.69
C -0.9570 5.3048 4.5457 -0.0086 -0.0378 -0.0285 -0.09
C -0.7582 4.2615 3.6537 0.0412 0.0390 0.0107 -0.02
C -2.2320 1.9195 1.5814 -0.1663 0.1435 -0.1501 -0.21
C -3.3215 2.8174 1.3167 0.1195 -0.0076 0.1767 0.03
C -3.8273 2.4858 0.1135 -0.0178 -0.1128 -0.1785 0.03
C -3.0581 1.3775 -0.3854 -0.0209 0.1682 0.1760 -0.20
N -2.1089 1.0103 0.5586 0.0978 -0.0904 0.0903 -0.03
C -3.1737 0.8912 -1.6751 0.0598 -0.1197 -0.2109 -0.05
C -2.4017 -0.1608 -2.1796 -0.2334 0.0026 0.1124 -0.21
C -2.5658 -0.7721 -3.4589 0.0514 0.0276 -0.0452 0.03
C -1.7685 -1.8759 -3.4831 -0.0118 0.0353 -0.0175 0.04
C -1.1261 -1.9486 -2.2137 0.0211 -0.1719 -0.0629 -0.23
N -1.4824 -0.8695 -1.4461 0.2382 -0.0129 0.6179 -0.03
C -4.1886 1.4946 -2.5887 -0.0121 0.0053 0.0402 -0.22
C -3.7906 2.2550 -3.6841 0.0483 0.0449 -0.0290 -0.02
C -4.7277 2.8107 -4.5420 0.0183 -0.0230 0.0360 -0.09
C -6.0754 2.5960 -4.3012 -0.0589 0.0368 -0.0521 -0.66
Cl -7.2536 3.2841 -5.3690 0.0385 -0.0189 0.0281 0.69
C -6.4957 1.8390 -3.2194 0.0478 -0.0243 0.0214 -0.08
C -5.5476 1.2923 -2.3680 -0.0547 -0.0374 0.0323 -0.02
C 0.3974 1.1740 4.1885 0.0193 0.0522 -0.0343 0.04
C 1.1152 0.0287 4.2204 0.0712 -0.0045 0.0054 0.04
N 0.0683 -2.1280 0.5323 -0.0435 -0.2408 -0.0206 -0.05
H -1.4728 -7.0170 -3.9120 0.0000 0.0085 0.0103 0.11
H -1.9869 -5.1624 -2.3459 0.0094 -0.0015 -0.0002 0.13
H 1.8284 -3.4091 -3.2003 -0.0574 -0.0856 -0.0529 0.10
H 2.3296 -5.2564 -4.7650 0.0003 0.0161 0.0278 0.11
H 0.8973 -5.2013 -0.5018 -0.0106 0.0297 0.0035 0.13
H 1.7830 -4.6184 1.9537 -0.0216 0.0090 -0.0158 0.13
H 0.4352 -3.5663 4.7653 0.0150 0.0031 0.0041 0.13
H 1.8742 -4.7532 6.3978 0.0021 0.0074 -0.0019 0.11
H 5.3533 -3.1553 4.4959 -0.0143 -0.0037 -0.0021 0.11
H 3.9210 -1.9839 2.8546 -0.0093 0.0242 0.0072 0.12
H -3.3608 2.2834 4.5222 0.0065 0.0071 -0.0008 0.13
H -3.7225 4.1426 6.1210 0.0023 -0.0117 -0.0132 0.11
H -0.2930 6.1580 4.5617 -0.0033 -0.0143 -0.0090 0.11
H 0.0744 4.3011 2.9613 -0.0160 -0.0119 0.0012 0.13
H -3.6311 3.6179 1.9678 0.0094 -0.0045 -0.0193 0.12
H -4.6294 2.9690 -0.4188 0.0120 -0.0192 -0.0061 0.12
H -3.2288 -0.4201 -4.2324 0.0029 -0.0157 0.0268 0.12
H -1.6589 -2.5976 -4.2769 -0.0009 0.0137 0.0268 0.13
H -2.7363 2.4271 -3.8674 -0.0141 -0.0131 0.0191 0.13
H -4.4203 3.4084 -5.3891 0.0024 -0.0101 0.0154 0.11
H -7.5514 1.6759 -3.0510 0.0168 0.0057 -0.0016 0.11
H -5.8720 0.6924 -1.5258 0.0171 0.0093 -0.0068 0.13
H 0.3416 1.9422 4.9423 -0.0157 -0.0157 -0.0119 0.13
H 1.7661 -0.3286 5.0023 -0.0275 -0.0026 -0.0117 0.13
O 5.0725 -4.3469 1.0271 0.0238 -0.0019 -0.0689 -0.04
C 5.6830 -3.9226 -0.1833 -0.0494 0.0132 0.1186 -0.22
N 4.9603 -2.7607 -0.6189 -0.1018 0.0049 -0.1075 0.11
C 4.2457 -2.7410 -1.7726 -0.1192 -0.2965 0.0508 -0.44
O 4.3012 -3.6011 -2.6308 0.1155 0.1289 0.0096 0.09
C 3.2989 -1.5916 -1.9459 0.1118 0.1217 0.0675 -0.11
C 3.2517 -0.9151 -3.1563 0.0057 0.0245 -0.1496 0.02
C 2.3097 0.0795 -3.3250 -0.0723 0.0539 0.0072 -0.01
C 1.4082 0.3258 -2.3041 -0.0002 -0.0817 0.0453 -0.10
N 1.4134 -0.3647 -1.1580 0.2628 -0.1938 0.1470 -0.05
C 2.3723 -1.2837 -0.9696 0.0158 0.1187 -0.1731 -0.05
H 5.5712 -5.0933 1.3769 -0.0065 0.0027 0.0287 0.10
H 5.5994 -4.6687 -0.9719 0.0119 -0.0040 -0.0370 0.13
H 6.7335 -3.6756 -0.0166 0.0177 0.0215 0.0210 0.13
H 4.8406 -2.0076 0.0383 0.0748 0.0219 0.0079 0.14
H 3.9401 -1.1757 -3.9503 0.0137 -0.0193 0.0366 0.14
H 2.2473 0.6519 -4.2395 0.0120 -0.0072 0.0077 0.12
H 0.6458 1.0855 -2.3966 -0.0122 0.0355 -0.0423 0.11
H 2.3742 -1.8090 -0.0256 0.0223 -0.0038 0.0330 0.11
F 0.3336 1.6123 -0.1601 -0.0797 -0.2513 -0.1060 -0.43
```
Positions in Å, forces in eV/Å.

## Properties
E_HOMO (alpha / beta) (eV): -10.12 / -10.12
Total charge: +1
Total energy (eV): -121104.0060
Gap between HOMO and LUMO (alpha / beta) (eV): 5.896 / 5.892